5
Properties=species:S:1:pos:R:3:nbo_charge:R:1 method="wB97M-V/def2-TZVPD" homo_lumo_gap_ha="0.2939 / 0.2807" homo_ev="-8.6154 / -8.8466" largest_force_ev_per_a=0.90 total_energy_ha=-733.7663 total_charge=0
C -0.03518 0.39008 0.38634 -0.02
F -0.21181 0.27671 1.70606 -0.35
I 0.31150 2.35602 -0.13162 0.21
I 1.08851 -1.18066 -0.52612 0.23
H -1.15301 -1.84215 -1.43465 -0.07